{"formula": "C24H21N2O4Y", "method": "the ωB97M-V functional and the def2-TZVPD basis", "total_charge": 0, "molar_mass_g_mol": 490.35, "largest_force_ev_per_a": 5.2, "de_lowest_kcal_mol": 7.4, "orbital_gap_ev": 6.667, "homo_ha": -0.2762, "species": ["Y", "C", "O", "C", "C", "C", "C", "C", "C", "N", "N", "C", "C", "O", "C", "C", "C", "C", "C", "C", "C", "C", "H", "H", "H", "H", "H", "H", "H", "H", "H", "H", "H", "H", "H", "C", "C", "C", "C", "C", "H", "H", "H", "H", "H", "C", "C", "O", "O", "H", "H", "H"], "positions_angstrom": [[8.5689, 10.9224, 12.6596], [10.8397, 9.1255, 10.6426], [9.4762, 9.1672, 11.0721], [8.5724, 8.6575, 10.2121], [8.5596, 7.3835, 9.7090], [7.6120, 6.9597, 8.7604], [6.5554, 7.7681, 8.4869], [6.4324, 9.0364, 9.0320], [7.4853, 9.5010, 9.8341], [7.5216, 10.8205, 10.3181], [6.7595, 11.6035, 9.6155], [6.5916, 12.8483, 9.9582], [6.9277, 13.3978, 11.2921], [7.6376, 12.8150, 12.1672], [6.3931, 14.6691, 11.6512], [5.9131, 15.5516, 10.7444], [5.6605, 15.0624, 9.3787], [4.9363, 15.9767, 8.4910], [4.4768, 15.4350, 7.2969], [4.8553, 14.0905, 6.8838], [5.4557, 13.2316, 7.7509], [5.8606, 13.6879, 9.0412], [10.8183, 9.4045, 9.5927], [11.2276, 8.1214, 11.0034], [11.4091, 9.8892, 11.2640], [9.3878, 6.6865, 10.0073], [7.5267, 5.9112, 8.4304], [5.7248, 7.3740, 7.9416], [5.4591, 9.4974, 8.9537], [6.3816, 15.0460, 12.7292], [5.5936, 16.5840, 11.0034], [4.7860, 16.9298, 8.8404], [3.8670, 16.0780, 6.6484], [4.6252, 13.6720, 5.8919], [5.7021, 12.2155, 7.4690], [7.0216, 10.4326, 14.8755], [7.7393, 9.2514, 14.6759], [7.3517, 8.6179, 13.4525], [6.3426, 9.4314, 12.9163], [6.1292, 10.5547, 13.7353], [7.3155, 11.2863, 15.5853], [8.4798, 8.7870, 15.3334], [7.8403, 7.7357, 13.0882], [5.9670, 9.2257, 11.9263], [5.5250, 11.4558, 13.5108], [12.1028, 11.9696, 14.6827], [10.7737, 11.5995, 14.0814], [10.7138, 10.5964, 13.2765], [9.7343, 12.2403, 14.2797], [12.7332, 11.1548, 14.8999], [11.9923, 12.6458, 15.4234], [12.6202, 12.5706, 13.9472]]}


{"formula": "C25H18BeBr2N3O2", "method": "the ωB97M-V functional and the def2-TZVPD basis", "total_charge": -1, "molar_mass_g_mol": 561.26, "largest_force_ev_per_a": 1.5, "orbital_gap_ev": 7.562, "homo_ha": -0.2033, "species": ["Be", "O", "C", "C", "C", "C", "C", "C", "C", "O", "N", "N", "C", "C", "Br", "C", "C", "C", "C", "C", "C", "C", "H", "H", "H", "H", "H", "H", "H", "H", "H", "H", "H", "H", "H", "H", "Br", "N", "C", "C", "C", "C", "C", "C", "C", "C", "C", "H", "H", "H", "H"], "positions_angstrom": [[0.0063, -2.4497, -1.8697], [-2.8030, -1.6701, 0.2801], [-3.5987, -0.8977, -0.4724], [-4.8079, -0.4457, 0.0640], [-5.6592, 0.3461, -0.6790], [-5.3294, 0.6994, -1.9779], [-4.1385, 0.2500, -2.5201], [-3.2657, -0.5410, -1.7881], [-1.9926, -1.0880, -2.4169], [-1.5913, -2.2408, -1.8915], [-0.9123, -0.0749, -2.2723], [0.3161, -0.5084, -2.1483], [1.2706, 0.3029, -1.8435], [2.6523, -0.0359, -1.7258], [3.1480, -1.8629, -1.9497], [3.6703, 0.8004, -1.4116], [3.6757, 2.2441, -1.2467], [4.5353, 2.7974, -0.2897], [4.6412, 4.1632, -0.1246], [3.9092, 5.0193, -0.9325], [3.0739, 4.4879, -1.9018], [2.9513, 3.1199, -2.0569], [-2.1411, -2.0786, -0.3517], [-5.0632, -0.7593, 1.0652], [-6.5983, 0.6743, -0.2524], [-6.0088, 1.2946, -2.5729], [-3.8886, 0.4923, -3.5443], [-2.1649, -1.1659, -3.5181], [-1.1588, 0.8515, -1.9287], [1.0303, 1.3466, -1.6220], [4.6381, 0.3407, -1.2466], [5.1199, 2.1327, 0.3289], [5.3062, 4.5619, 0.6294], [3.9999, 6.0910, -0.8201], [2.5198, 5.1443, -2.5574], [2.3304, 2.7277, -2.8492], [0.6570, -3.7864, -3.3494], [-0.2285, -1.6214, 7.7455], [-0.1170, -1.8240, 6.6189], [0.0217, -2.0294, 5.2332], [0.8207, -1.1574, 4.4854], [0.9212, -1.3108, 3.1225], [0.2333, -2.3360, 2.4564], [-0.5558, -3.2144, 3.2137], [-0.6576, -3.0648, 4.5785], [0.3199, -2.4539, 1.0538], [0.4147, -2.5499, -0.1560], [1.3485, -0.3591, 4.9912], [1.5257, -0.6239, 2.5476], [-1.1030, -3.9993, 2.7101], [-1.2726, -3.7362, 5.1635]]}


{"formula": "C36H51Br3N6O11", "method": "the ωB97M-V functional and the def2-TZVPD basis", "total_charge": 0, "molar_mass_g_mol": 983.55, "largest_force_ev_per_a": 3.3, "orbital_gap_ev": 7.301, "homo_ha": -0.2785, "species": ["C", "C", "N", "C", "C", "N", "C", "C", "H", "H", "H", "H", "H", "H", "H", "H", "H", "H", "H", "C", "C", "C", "O", "H", "H", "H", "H", "H", "H", "H", "C", "Br", "Br", "Br", "H", "C", "C", "C", "C", "C", "C", "O", "O", "H", "H", "H", "H", "H", "H", "C", "C", "C", "C", "C", "C", "O", "O", "H", "H", "H", "H", "H", "H", "C", "C", "C", "C", "C", "C", "O", "O", "H", "H", "H", "H", "H", "H", "C", "C", "C", "C", "C", "C", "O", "O", "H", "H", "H", "H", "H", "H", "C", "O", "N", "N", "H", "H", "H", "H", "C", "O", "N", "N", "H", "H", "H", "H"], "positions_angstrom": [[3.1388, 1.3155, -0.5909], [2.3827, 0.2126, -1.3166], [1.8017, -0.7869, -0.4142], [2.3962, -1.2863, 0.7075], [1.4797, -2.0445, 1.3429], [0.3232, -1.9723, 0.6043], [0.5556, -1.2045, -0.4530], [-0.8883, -2.7469, 0.9020], [4.1665, 1.0641, -0.3420], [2.6054, 1.6365, 0.3051], [3.0174, 2.1924, -1.2275], [2.7672, -0.1280, -2.2786], [1.5028, 0.7073, -1.7451], [3.4035, -1.0232, 0.9673], [1.5932, -2.5631, 2.2794], [-0.2404, -0.8850, -1.1012], [-1.7419, -2.1339, 0.6513], [-0.8066, -3.0421, 1.9423], [-0.8352, -3.6509, 0.2978], [-3.6372, 2.9389, 1.3222], [-3.8803, 1.9194, 0.2001], [-4.3519, 2.7200, -1.0111], [-2.7183, 1.2178, -0.0984], [-4.5446, 3.2265, 1.8546], [-2.9545, 3.7283, 1.0075], [-3.0533, 2.4404, 2.1115], [-4.7444, 1.2827, 0.4610], [-3.5770, 3.3519, -1.4416], [-5.2740, 3.2583, -0.7766], [-4.5831, 2.0884, -1.8820], [4.0161, -0.8741, 5.1224], [5.8338, -0.4298, 5.5023], [3.7558, -2.7804, 4.8285], [3.2172, 0.0730, 3.6348], [3.4399, -0.5817, 5.9871], [1.4248, 4.3248, 2.4007], [0.8206, 3.0931, 2.5585], [0.1028, 2.5283, 1.4984], [-0.0799, 3.2746, 0.3424], [0.5620, 4.4866, 0.1466], [1.3274, 4.9872, 1.1855], [1.9346, 6.1989, 0.9863], [-0.6726, 1.4489, 1.7752], [1.8933, 4.8163, 3.2449], [0.5508, 2.6420, 3.5084], [-0.7271, 2.8599, -0.4258], [0.4439, 5.0508, -0.7674], [2.4702, 6.4897, 1.7279], [-1.4475, 1.2681, 1.1630], [-4.6966, -3.1888, -0.9555], [-4.1494, -1.9198, -1.1639], [-3.3359, -1.6986, -2.2639], [-3.0247, -2.6976, -3.1720], [-3.5698, -3.9590, -2.9628], [-4.4222, -4.1798, -1.8910], [-5.0947, -5.3924, -1.8309], [-2.7573, -0.4752, -2.3935], [-5.2830, -3.4369, -0.0815], [-4.4171, -1.1208, -0.4833], [-2.3690, -2.5004, -4.0096], [-3.4331, -4.7079, -3.7323], [-5.9582, -5.3865, -2.2486], [-2.7262, 0.1008, -1.5882], [0.7020, 3.2939, -5.8512], [1.1480, 2.0676, -5.3399], [0.2889, 1.2604, -4.6151], [-1.0092, 1.6725, -4.4071], [-1.4441, 2.9064, -4.8644], [-0.5959, 3.7304, -5.5894], [-1.0945, 4.9531, -5.9586], [0.7243, 0.0700, -4.0596], [1.4751, 3.8676, -6.3465], [2.1407, 1.8074, -5.6822], [-1.7338, 1.0723, -3.8729], [-2.4125, 3.2723, -4.5514], [-0.5328, 5.3977, -6.6003], [-0.0184, -0.5522, -4.0276], [2.4946, -6.5638, 2.3948], [2.2335, -5.9596, 3.6039], [0.9836, -5.3525, 3.7833], [0.0505, -5.2993, 2.7728], [0.3482, -5.9504, 1.5658], [1.5928, -6.4612, 1.3094], [1.8015, -7.3465, 0.2693], [0.7518, -4.8050, 5.0286], [3.3857, -7.1697, 2.2620], [3.0041, -5.9968, 4.3614], [-0.9289, -4.8701, 2.9472], [-0.3890, -5.9111, 0.7702], [2.4466, -7.9985, 0.5497], [-0.1207, -4.3941, 4.9281], [-2.0201, -1.0924, 4.1532], [-2.2003, -1.9350, 5.0411], [-3.0220, -0.5970, 3.3173], [-0.8782, -0.2818, 4.1163], [-2.8301, 0.0580, 2.5824], [-3.9438, -0.9888, 3.3757], [-0.1594, -0.5536, 4.7625], [-0.7365, 0.3591, 3.3445], [5.5892, 3.8492, -1.3562], [6.1442, 2.9962, -0.6628], [5.6945, 5.1885, -0.9684], [4.9491, 3.6914, -2.5535], [6.1972, 5.3657, -0.1234], [5.3701, 5.8674, -1.6273], [4.8394, 2.7548, -2.8980], [4.7826, 4.4309, -3.2048]]}


{"formula": "C3HNO3", "method": "the ωB97M-V functional and the def2-TZVPD basis", "total_charge": 0, "molar_mass_g_mol": 99.05, "largest_force_ev_per_a": 4.2, "de_lowest_kcal_mol": 44.6, "orbital_gap_ev": 7.833, "homo_ha": -0.3224, "species": ["C", "C", "C", "N", "O", "O", "O", "H"], "positions_angstrom": [[-0.4815, -0.7342, 1.4088], [-0.9504, -1.9391, -0.6029], [-3.4508, 0.6340, 0.3301], [-0.4249, -1.4147, 0.3421], [-1.1942, -2.4117, -1.6674], [-2.9342, 1.6473, 0.3871], [-3.9230, -0.4184, 0.3329], [0.6345, -0.5457, 1.7302]]}


{"formula": "C5H10NP", "method": "the ωB97M-V functional and the def2-TZVPD basis", "total_charge": 0, "molar_mass_g_mol": 115.12, "largest_force_ev_per_a": 4.7, "de_lowest_kcal_mol": 89.2, "orbital_gap_ev": [8.636, 7.919], "homo_ha": [-0.3238, -0.3312], "species": ["C", "C", "C", "C", "C", "N", "P", "H", "H", "H", "H", "H", "H", "H", "H", "H", "H"], "positions_angstrom": [[-1.1851, 1.5669, 0.6260], [2.0919, -0.6230, 0.3401], [-1.9279, -0.1759, -1.6425], [1.1776, 0.5533, -0.0494], [-0.3415, 0.4711, 0.4021], [-1.9197, 2.4158, 0.9012], [-0.8289, -1.0441, 1.2854], [1.5701, -1.5965, 0.5630], [2.7884, -0.6357, 1.1954], [2.7795, -0.8891, -0.5281], [-1.9140, 0.9647, -1.5999], [-1.2597, -0.7577, -2.1487], [-2.7035, -0.5831, -1.0988], [1.1775, 0.5670, -1.1150], [1.5517, 1.5146, 0.3401], [-2.1746, -0.6431, 1.3506], [-0.7879, -0.5505, 2.7220]]}


{"formula": "C60H47P3SiZn", "method": "the ωB97M-V functional and the def2-TZVPD basis", "total_charge": 0, "molar_mass_g_mol": 954.43, "largest_force_ev_per_a": 0.7, "de_lowest_kcal_mol": 60.0, "orbital_gap_ev": 6.763, "homo_ha": -0.2362, "species": ["Zn", "C", "C", "C", "C", "C", "C", "P", "C", "C", "C", "C", "C", "C", "C", "C", "C", "C", "C", "C", "Si", "C", "C", "C", "C", "C", "C", "P", "C", "C", "C", "C", "C", "C", "C", "C", "C", "C", "C", "C", "C", "C", "C", "C", "C", "C", "P", "C", "C", "C", "C", "C", "C", "C", "C", "C", "C", "C", "C", "H", "H", "H", "H", "H", "H", "H", "H", "H", "H", "H", "H", "H", "H", "H", "H", "H", "H", "H", "H", "H", "H", "H", "H", "H", "H", "H", "H", "H", "H", "H", "H", "H", "H", "H", "H", "H", "H", "H", "H", "H", "H", "C", "C", "C", "C", "C", "C", "H", "H", "H", "H", "H"], "positions_angstrom": [[0.6003, -0.5514, 0.5741], [-2.7141, -5.0145, -3.6911], [-2.9587, -5.3512, -2.3681], [-2.6255, -4.4721, -1.3454], [-2.0441, -3.2418, -1.6410], [-1.7887, -2.9191, -2.9757], [-2.1277, -3.7931, -3.9953], [-1.4999, -2.0038, -0.3992], [-1.7760, -2.9669, 1.1404], [-2.9530, -2.9426, 1.8823], [-3.1449, -3.8432, 2.9222], [-2.1655, -4.7755, 3.2293], [-0.9738, -4.7846, 2.5167], [-0.7782, -3.8783, 1.4873], [-2.9096, -0.8024, -0.3775], [-4.1598, -1.2285, -0.8290], [-5.2597, -0.3861, -0.7903], [-5.1161, 0.9078, -0.3160], [-3.8716, 1.3467, 0.1089], [-2.7485, 0.5162, 0.0984], [-0.9981, 1.0947, 0.5398], [-0.6729, 2.1579, 2.0750], [-1.6362, 3.0658, 2.5239], [-1.4136, 3.9335, 3.5835], [-0.1833, 3.9208, 4.2123], [0.7854, 3.0184, 3.7974], [0.5725, 2.1038, 2.7585], [2.0454, 0.9288, 2.7602], [4.1903, 3.0438, 1.4728], [4.9252, 2.7930, 2.6280], [4.9703, 3.7165, 3.6601], [4.2706, 4.9116, 3.5621], [3.5335, 5.1769, 2.4175], [3.5041, 4.2525, 1.3835], [1.3127, -0.5594, 3.5372], [-0.0262, -0.7239, 3.8891], [-0.4297, -1.8273, 4.6301], [0.4891, -2.7932, 5.0078], [1.8210, -2.6600, 4.6369], [2.2271, -1.5472, 3.9203], [-0.5192, 2.2452, -0.9200], [-1.0775, 3.5269, -0.9835], [-0.7813, 4.4044, -2.0128], [0.0945, 4.0153, -3.0185], [0.6659, 2.7559, -2.9772], [0.3769, 1.8694, -1.9360], [1.1631, 0.2122, -1.8335], [1.2382, -0.3268, -3.5736], [2.3041, -1.0680, -4.0824], [2.2545, -1.5833, -5.3701], [1.1391, -1.3741, -6.1671], [0.0673, -0.6460, -5.6676], [0.1149, -0.1309, -4.3818], [2.9218, 0.5570, -1.3015], [3.5607, -0.7889, -0.7778], [5.1065, -0.7955, -0.7114], [5.7111, 0.5469, -1.1474], [5.0678, 1.1785, -2.3295], [3.7405, 1.2016, -2.3861], [-2.9729, -5.7057, -4.4829], [-3.4109, -6.3051, -2.1277], [-2.8245, -4.7489, -0.3185], [-1.3096, -1.9751, -3.2150], [-1.9208, -3.5277, -5.0243], [-3.7340, -2.2349, 1.6343], [-4.0697, -3.8225, 3.4853], [-2.3229, -5.4832, 4.0333], [-0.1959, -5.4947, 2.7655], [0.1439, -3.9051, 0.9143], [-4.2800, -2.2352, -1.2095], [-6.2226, -0.7416, -1.1344], [-5.9669, 1.5772, -0.2906], [-3.7757, 2.3748, 0.4366], [-2.6030, 3.0932, 2.0344], [-2.1921, 4.6146, 3.9047], [0.0288, 4.6014, 5.0275], [1.7441, 3.0098, 4.3010], [5.4623, 1.8587, 2.7336], [5.5439, 3.4963, 4.5518], [4.3002, 5.6300, 4.3717], [2.9897, 6.1083, 2.3221], [2.9389, 4.4751, 0.4837], [-0.7536, 0.0334, 3.6247], [-1.4695, -1.9256, 4.9146], [0.1714, -3.6474, 5.5918], [2.5461, -3.4078, 4.9338], [3.2781, -1.4110, 3.6857], [-1.7551, 3.8533, -0.2017], [-1.2323, 5.3888, -2.0343], [0.3308, 4.6911, -3.8307], [1.3302, 2.4547, -3.7775], [3.1868, -1.2365, -3.4796], [3.0949, -2.1491, -5.7515], [1.1064, -1.7713, -7.1734], [-0.8094, -0.4786, -6.2806], [-0.7280, 0.4349, -4.0015], [3.1044, -1.6634, -1.2448], [5.5927, -1.7194, -1.0197], [6.7941, 0.4881, -1.2499], [5.6697, 1.6444, -3.1014], [3.2342, 1.6936, -3.2066], [5.3290, 1.1224, 0.2642], [4.1614, 2.1065, 0.2809], [2.7951, 1.3951, 0.0259], [2.4012, 0.3087, 1.0524], [3.4960, -0.7065, 0.7796], [5.0059, -0.3204, 0.7673], [6.1903, 1.5809, 0.7482], [4.2818, 2.7721, -0.5800], [2.0451, 2.1842, -0.0745], [3.3591, -1.6738, 1.2645], [5.6405, -0.7107, 1.5624]]}


What did the fifth record say?
{"formula": "C5H10NP", "method": "the ωB97M-V functional and the def2-TZVPD basis", "total_charge": 0, "molar_mass_g_mol": 115.12, "largest_force_ev_per_a": 4.7, "de_lowest_kcal_mol": 89.2, "orbital_gap_ev": [8.636, 7.919], "homo_ha": [-0.3238, -0.3312], "species": ["C", "C", "C", "C", "C", "N", "P", "H", "H", "H", "H", "H", "H", "H", "H", "H", "H"], "positions_angstrom": [[-1.1851, 1.5669, 0.6260], [2.0919, -0.6230, 0.3401], [-1.9279, -0.1759, -1.6425], [1.1776, 0.5533, -0.0494], [-0.3415, 0.4711, 0.4021], [-1.9197, 2.4158, 0.9012], [-0.8289, -1.0441, 1.2854], [1.5701, -1.5965, 0.5630], [2.7884, -0.6357, 1.1954], [2.7795, -0.8891, -0.5281], [-1.9140, 0.9647, -1.5999], [-1.2597, -0.7577, -2.1487], [-2.7035, -0.5831, -1.0988], [1.1775, 0.5670, -1.1150], [1.5517, 1.5146, 0.3401], [-2.1746, -0.6431, 1.3506], [-0.7879, -0.5505, 2.7220]]}